(a)
{"formula": "C3H9NO3", "method": "the ωB97M-V functional and the def2-TZVPD basis", "gap_ev": 9.73, "species": ["H", "O", "N", "H", "H", "C", "H", "C", "O", "O", "H", "H", "C", "H", "H", "H"], "positions_angstrom": [[-0.734, 0.218, 0.877], [-0.588, 1.218, 1.663], [-0.727, -0.421, -0.194], [-0.844, 0.806, 2.502], [-1.666, -0.805, -0.115], [0.425, -1.303, -0.374], [0.522, -1.762, -1.357], [1.641, -0.392, 0.019], [2.542, -0.166, -0.761], [1.536, 0.125, 1.206], [0.496, 0.819, 1.484], [0.347, -2.059, 0.434], [-0.761, 0.648, -1.205], [-1.667, 1.253, -1.138], [-0.077, 1.441, -0.839], [-0.443, 0.379, -2.205]]}

(b)
{"formula": "C3H9NO3", "method": "the ωB97M-V functional and the def2-TZVPD basis", "gap_ev": 10.12, "species": ["N", "C", "C", "O", "C", "O", "H", "H", "H", "H", "H", "H", "H", "O", "H", "H"], "positions_angstrom": [[-0.678, -1.326, 1.432], [-0.265, 0.023, 1.103], [0.145, 0.799, 2.262], [0.434, 1.956, 2.057], [0.802, 0.002, 0.079], [0.534, 1.166, -0.771], [-1.667, -1.440, 1.416], [-0.314, -2.151, 0.818], [-1.239, 0.480, 0.730], [0.250, 0.461, 3.240], [0.666, -0.756, -0.723], [1.724, -0.107, 0.682], [1.204, 1.731, -0.602], [-0.784, -0.447, -3.792], [-0.392, 0.147, -3.225], [-0.421, -0.537, -4.705]]}

(c)
{"formula": "C3H9NO3", "method": "the ωB97M-V functional and the def2-TZVPD basis", "gap_ev": 10.12, "species": ["C", "N", "C", "C", "O", "O", "H", "H", "H", "H", "H", "H", "H", "O", "H", "H"], "positions_angstrom": [[2.080, 0.732, 0.543], [1.397, -0.037, 1.607], [-0.041, 0.337, 1.597], [-0.673, -0.794, 2.407], [-0.303, -0.952, 3.548], [-1.613, -1.547, 1.848], [3.168, 0.607, 0.567], [1.889, 0.422, -0.490], [1.917, 1.783, 0.794], [1.823, 0.254, 2.479], [-0.198, 1.319, 2.024], [-0.387, 0.147, 0.581], [-1.726, -2.386, 2.299], [-2.660, 0.099, -6.914], [-2.964, -0.077, -6.031], [-1.709, 0.094, -6.860]]}

Verdict on stability: (c) comes out on top.

(a)
{"formula": "C3H9NO3", "method": "the ωB97M-V functional and the def2-TZVPD basis", "gap_ev": 10.17, "species": ["C", "N", "C", "C", "O", "O", "H", "H", "H", "H", "H", "H", "H", "O", "H", "H"], "positions_angstrom": [[2.091, 1.263, -0.255], [1.430, 0.275, 0.602], [0.233, 0.788, 1.187], [-0.323, -0.299, 2.069], [0.281, -0.700, 3.027], [-1.485, -0.815, 1.672], [3.060, 0.935, -0.632], [1.482, 1.486, -1.135], [2.346, 2.178, 0.299], [2.077, 0.032, 1.336], [0.242, 1.692, 1.837], [-0.491, 1.080, 0.435], [-1.599, -1.687, 2.104], [-1.937, -0.813, -6.565], [-2.753, -0.382, -6.835], [-1.297, -0.105, -6.458]]}

(b)
{"formula": "C3H9NO3", "method": "the ωB97M-V functional and the def2-TZVPD basis", "gap_ev": 10.12, "species": ["N", "C", "C", "O", "C", "O", "H", "H", "H", "H", "H", "H", "H", "O", "H", "H"], "positions_angstrom": [[-0.437, 0.331, 1.388], [0.723, -0.388, 0.842], [1.756, 0.706, 0.581], [2.122, 1.021, -0.519], [0.448, -1.157, -0.463], [-0.252, -2.375, -0.129], [-1.169, -0.313, 1.656], [-0.890, 0.843, 0.628], [1.067, -1.064, 1.622], [2.244, 1.148, 1.471], [-0.230, -0.572, -1.081], [1.379, -1.498, -0.898], [-1.135, -2.142, 0.210], [-1.978, 1.574, -1.485], [-1.099, 1.821, -1.727], [-2.550, 2.066, -2.096]]}

Verdict on stability: (a) comes out on top.

(a)
{"formula": "C6H12", "method": "the ωB97M-V functional and the def2-TZVPD basis", "gap_ev": 8.74, "species": ["C", "C", "C", "C", "C", "C", "H", "H", "H", "H", "H", "H", "H", "H", "H", "H", "H", "H"], "positions_angstrom": [[1.335, 0.095, 2.360], [1.075, 0.370, 0.112], [0.537, -0.894, -0.500], [-0.359, 0.125, -1.283], [-1.728, -0.331, -1.769], [-0.257, 1.055, -0.029], [0.700, -0.793, 2.402], [0.834, 0.972, 2.781], [2.298, -0.088, 2.855], [1.758, 0.426, 1.197], [-0.122, -1.501, 0.143], [1.243, -1.547, -1.029], [0.211, 0.564, -2.109], [-2.301, 0.513, -2.175], [-1.623, -1.081, -2.564], [-2.308, -0.778, -0.953], [-0.264, 2.147, -0.135], [-1.029, 0.748, 0.695]]}

(b)
{"formula": "C6H12", "method": "the ωB97M-V functional and the def2-TZVPD basis", "gap_ev": 9.90, "species": ["C", "C", "C", "C", "C", "C", "H", "H", "H", "H", "H", "H", "H", "H", "H", "H", "H", "H"], "positions_angstrom": [[-1.367, 1.699, -0.442], [0.030, 1.252, -0.042], [0.523, 0.024, -0.785], [1.704, -0.610, -0.177], [0.289, -1.347, -0.238], [-0.545, -1.543, 1.014], [-1.417, 1.861, -1.524], [-2.111, 0.940, -0.180], [-1.639, 2.635, 0.055], [0.090, 1.105, 1.044], [0.754, 2.046, -0.268], [0.524, 0.162, -1.863], [2.060, -0.360, 0.808], [2.477, -0.930, -0.888], [0.938, -2.143, -0.554], [-0.457, -2.568, 1.383], [-1.618, -1.362, 0.842], [-0.233, -0.861, 1.813]]}

Verdict on stability: (b) comes out on top.